1.
13
Properties=species:S:1:pos:R:3:forces:R:3:nbo_charge:R:1 method="wB97M-V/def2-TZVPD" smiles="O=C1CC=NSCS1" homo_energy_ev=-8.93 relative_energy_ev=3.3913 gap_ev=8.5 energy_ev=-29433.7028
C 0.19223 -1.18655 0.95173 -1.405 -5.397 -0.264 0.36
C -1.05644 -0.31634 0.76952 2.342 1.939 -0.407 -0.62
C -1.22890 -0.07216 -0.73915 -2.203 1.316 -0.379 0.14
C 1.53721 0.81729 -0.43383 1.834 -2.672 -2.916 -0.82
H -0.96670 0.81452 1.07294 0.420 -2.210 0.338 0.24
H -1.71872 -0.83146 1.43431 -1.573 -0.298 -0.736 0.27
H -1.94556 -0.81749 -1.14971 0.593 0.947 -0.623 0.21
H 1.56498 0.12303 -1.43355 -0.323 1.467 2.258 0.26
H 2.58540 1.23212 -0.49500 -1.336 0.305 0.299 0.29
N -0.92788 1.07509 -1.36266 -1.885 -5.233 0.584 -0.58
O 0.08011 -2.51618 1.02166 0.870 7.473 -0.009 -0.53
S 0.23491 1.92253 -0.61920 0.943 3.668 0.592 0.52
S 1.64936 -0.24442 0.98296 1.723 -1.307 1.263 0.28



2.
13
Properties=species:S:1:pos:R:3:forces:R:3:nbo_charge:R:1 method="wB97M-V/def2-TZVPD" smiles="COC1C=NN=C1" homo_energy_ev=-10.15 relative_energy_ev=4.5318 gap_ev=10.2 energy_ev=-9268.9701
C 1.84639 0.11134 -0.19004 2.523 1.679 0.392 -0.27
C -0.29266 -0.20654 0.28739 -0.235 -0.330 1.254 -0.07
C -1.41989 -1.11752 0.02694 1.377 -3.424 0.043 0.10
C -1.01647 1.11995 0.01867 -1.234 -1.433 -1.361 0.02
H 1.58107 1.24729 0.12835 0.847 -2.338 -1.114 0.16
H 2.16651 -0.36104 0.86094 0.105 0.798 -2.365 0.17
H 2.64391 0.08691 -1.12851 -1.789 0.064 2.966 0.22
H 0.10549 -0.40076 1.36415 -0.730 0.659 -1.366 0.21
H -1.11431 -2.23204 0.00451 -1.283 1.694 0.191 0.21
H -0.45562 2.10291 -0.05849 -1.523 -1.141 0.153 0.22
N -2.51578 -0.60808 -0.31037 0.351 0.829 -0.086 -0.24
N -2.24832 0.82343 -0.38167 2.028 2.197 1.077 -0.23
O 0.71966 -0.56584 -0.62187 -0.435 0.746 0.216 -0.51



3.
25
Properties=species:S:1:pos:R:3:forces:R:3:nbo_charge:R:1 method="wB97M-V/def2-TZVPD" smiles="O=c1nc(CO)nc(CCO)n1CO" homo_energy_ev=-10.07 relative_energy_ev=1.5554 gap_ev=10.0 energy_ev=-20096.5382
O 3.00163 -0.22983 -1.71401 -1.679 0.020 0.858 -0.62
N 1.26053 1.22771 -1.76756 2.357 -0.245 -0.097 -0.49
N -0.33183 0.92984 -0.21199 -3.395 0.858 3.999 -0.57
O -0.83234 3.92205 -0.96884 -0.317 -1.167 0.157 -0.72
O 3.08709 -2.06047 0.21562 -0.487 -0.590 -0.305 -0.71
O -2.50257 -1.46446 2.64064 0.066 0.160 0.357 -0.74
C 1.91418 0.12964 -1.23588 2.297 -0.610 -1.793 0.75
C 0.24403 1.62740 -1.12720 -1.869 1.695 -3.651 0.46
C 0.15203 -0.12263 0.30379 -0.269 -1.159 -0.293 0.55
N 1.29953 -0.62670 -0.21046 -0.938 0.491 0.304 -0.43
C -0.63711 2.74605 -1.81561 0.211 -0.070 1.685 -0.09
C 1.68609 -2.01706 -0.01641 2.794 -0.224 -0.051 0.08
C -2.07930 -0.67752 1.51980 -1.779 1.089 -0.156 -0.05
C -0.61828 -0.87356 1.35288 1.618 -1.532 0.821 -0.49
H -1.25489 3.70315 -0.09856 0.530 -0.175 -1.361 0.48
H 3.50981 -1.81772 -0.61818 0.148 0.349 -0.034 0.50
H -3.46516 -1.43950 2.81705 0.897 0.321 -0.576 0.48
H -0.08444 3.07211 -2.68103 0.130 0.311 -0.160 0.20
H -1.60266 2.28816 -2.16830 0.769 0.344 0.605 0.18
H 1.39971 -2.54775 -0.94513 0.030 -0.070 0.577 0.18
H 1.36626 -2.47598 0.91333 -0.986 0.303 -0.362 0.21
H -2.28315 0.41432 1.61608 -0.099 -0.691 0.244 0.18
H -2.65127 -1.03240 0.65675 0.302 0.186 -0.273 0.17
H -0.46442 -1.94836 1.21287 -0.101 0.123 -0.167 0.23
H -0.11347 -0.72649 2.33033 -0.231 0.284 -0.330 0.25



4.
61
Properties=species:S:1:pos:R:3:forces:R:3:nbo_charge:R:1 method="wB97M-V/def2-TZVPD" total_charge=+3 homo_energy_ev="-17.63 / -17.21" relative_energy_ev=3.0933 gap_ev="6.4 / 4.8" energy_ev=-61028.0116
Y 0.02039 -0.53459 0.06503 -2.839 0.353 2.209 1.62
P -2.18391 -2.44348 0.59469 -1.201 -1.639 0.211 0.68
P -0.49891 0.31669 2.79601 0.015 0.059 3.819 0.78
P -1.49954 0.47609 -2.18862 0.062 -0.059 -2.217 0.75
H 3.19179 2.51226 2.61510 0.277 0.492 0.030 0.20
C 3.15622 3.03708 1.66276 -0.943 -0.479 -1.141 -0.38
C 2.13447 3.83537 1.30809 0.148 -0.516 -0.073 -0.39
H 1.32372 4.09747 1.99954 0.498 0.067 -0.197 0.20
C -1.42580 -4.12076 0.68277 0.618 0.207 -0.079 -0.92
C -3.28034 -2.51041 2.07352 0.146 0.544 0.340 -0.91
C -3.43454 -2.71678 -0.72557 0.136 0.451 -0.448 -0.91
C 0.41955 1.70168 3.58703 0.618 0.492 -0.510 -0.94
C -2.17020 0.66369 3.64886 -1.091 0.044 -0.880 -0.87
C 0.05051 -1.07064 3.87721 0.408 -0.406 -0.154 -0.92
C -0.66926 1.91123 -2.97359 0.327 0.286 0.392 -0.93
C -3.24567 0.84584 -2.55728 -0.427 -0.050 0.619 -0.93
C -1.12107 -0.80377 -3.45145 0.069 -0.281 0.142 -0.93
H 3.86847 2.68389 0.89632 -0.116 0.517 0.652 0.19
H 2.02172 4.22359 0.28404 0.268 -0.008 0.587 0.21
H -2.17040 -4.93109 0.70647 0.109 0.444 0.003 0.28
H -0.79131 -4.19351 1.57625 -0.132 -0.067 -0.167 0.25
H -0.78343 -4.25976 -0.19663 -0.105 -0.165 0.148 0.24
H -3.77518 -3.48877 2.18108 0.314 0.260 -0.289 0.28
H -4.06145 -1.74247 2.00125 0.181 -0.145 -0.004 0.26
H -2.69874 -2.31624 2.98241 -0.185 -0.129 -0.108 0.24
H -3.84137 -3.73963 -0.71059 0.243 0.337 0.183 0.28
H -2.96259 -2.54207 -1.69939 -0.235 -0.163 0.082 0.23
H -4.26584 -2.00695 -0.62055 0.214 -0.147 0.006 0.26
H 0.95908 1.33721 4.47412 -0.262 -0.028 -0.300 0.28
H -0.23645 2.52547 3.89843 -0.002 -0.386 -0.176 0.27
H 1.16173 2.11426 2.89348 -0.215 -0.122 0.264 0.26
H -2.13666 0.52712 4.74292 0.607 -0.085 -0.446 0.29
H -2.94739 -0.00461 3.25495 0.201 0.172 0.121 0.24
H -2.49283 1.69728 3.44993 0.233 -0.314 -0.071 0.26
H 0.03283 -0.80483 4.93783 -0.272 -0.045 -0.184 0.28
H 1.09773 -1.25947 3.58741 -0.338 -0.237 0.504 0.24
H -0.52645 -1.98189 3.68845 0.058 0.069 0.156 0.24
H -0.73630 1.85465 -4.06973 -0.113 -0.048 0.360 0.27
H 0.39032 1.91898 -2.67971 -0.391 0.212 -0.249 0.24
H -1.14343 2.84033 -2.63512 0.157 -0.115 -0.085 0.26
H -3.45040 0.88692 -3.63796 0.359 -0.045 0.313 0.28
H -3.51157 1.81410 -2.11733 -0.044 -0.191 -0.064 0.26
H -3.88136 0.07311 -2.11285 -0.037 0.165 -0.117 0.25
H -1.37080 -0.42323 -4.45175 0.025 -0.135 0.293 0.27
H -1.69149 -1.72071 -3.25732 0.163 0.156 -0.163 0.25
H -0.04765 -1.02875 -3.40383 -0.379 -0.075 -0.260 0.24
C 3.36170 0.01103 -1.80233 -3.399 -0.070 -0.121 -0.01
C 3.88163 -1.08118 -2.50823 1.377 0.032 -0.849 -0.17
C 5.04095 -0.79614 -3.21129 -1.092 -1.638 0.728 -0.17
C 5.60433 0.47462 -3.14893 0.918 -0.500 -0.218 0.00
C 5.00182 1.52482 -2.48505 -0.876 1.686 1.649 -0.16
C 3.84836 1.32708 -1.75783 0.548 0.535 -0.398 -0.18
S 1.62791 -0.14427 -1.62211 2.514 0.313 -0.960 -0.24
H 0.87858 -0.28201 2.12207 0.114 0.472 -1.502 -0.12
H 3.30060 -2.01774 -2.58005 0.766 0.537 0.133 0.26
H 5.49665 -1.62315 -3.72140 0.388 0.075 -0.499 0.27
H 6.58073 0.61374 -3.57391 0.232 0.165 -0.342 0.27
H 5.43284 2.51842 -2.42204 0.216 -0.131 -0.482 0.27
H 3.24152 2.13535 -1.28784 0.847 -0.779 -0.296 0.26
O -2.39927 2.50978 0.57735 4.177 -5.562 -0.843 -0.39
C -1.67457 1.57971 0.44490 -3.854 5.619 0.952 0.48